Entry 1:
15
Properties=species:S:1:pos:R:3 method="wB97M-V/def2-TZVPD" relative_energy_kj_mol=140.5 smiles=CC1(C)C[C@@H]1I total_energy_ev=-13429.7357 homo_lumo_gap_ev=9.85 e_homo_ha=-0.336
C 0.4339 -1.0499 1.0593
C 1.1138 -0.7528 -0.2262
C -0.0861 0.0620 0.0696
C -1.1228 -0.3426 -0.9928
C -0.1919 1.5583 0.3046
I 3.0398 0.0209 -0.0578
H -0.2277 -1.9715 1.2681
H 0.7662 -0.6179 2.0377
H 0.9384 -1.5557 -1.0653
H -0.9768 0.3457 -1.7740
H -2.0719 -0.0476 -0.5984
H -1.0948 -1.4549 -1.2057
H -0.4698 2.1950 -0.5110
H 0.8412 1.9558 0.6586
H -0.8916 1.6552 1.0334

Entry 2:
17
Properties=species:S:1:pos:R:3 method="wB97M-V/def2-TZVPD" relative_energy_kj_mol=294.7 smiles=OCCc1ccc[nH]1 total_energy_ev=-9902.5501 homo_lumo_gap_ev=8.03 e_homo_ha=-0.278
C -0.1823 -1.7757 1.0281
C 0.5920 -1.1531 -0.1588
C 0.1270 0.0820 -0.4015
C 0.3127 0.7137 -1.6419
C -0.2849 2.0200 -1.5694
C -0.7251 2.1288 -0.2297
H 0.8087 -1.0677 2.3368
H 0.3721 -2.7434 1.4990
H -1.1939 -2.2073 0.6840
H 0.5379 -1.7565 -1.0329
H 1.6954 -1.0205 0.2343
H 0.4717 0.1213 -2.6024
H -0.3006 2.8569 -2.1819
H -0.9259 3.1560 0.2062
H -0.6852 0.5366 1.3438
N -0.3905 0.9522 0.3901
O -0.2291 -0.8434 2.0961

Entry 3:
114
Properties=species:S:1:pos:R:3 method="wB97M-V/def2-TZVPD" relative_energy_kj_mol=187.6 total_energy_ev=-109765.6439 homo_lumo_gap_ev=6.35 total_charge=+2 e_homo_ha=-0.433
Y -1.9461 -0.0688 -0.0479
N 0.8165 -1.6936 2.8550
C 0.0861 -0.8347 1.9882
N -1.2300 -1.2389 1.6612
C -1.4567 -2.5479 1.5648
N -2.4043 -3.0430 0.7579
N -2.9657 -2.1365 -0.0437
C -3.8913 -2.5259 -0.8726
C -4.6223 -1.5477 -1.6225
C -5.7230 -1.9286 -2.4049
C -6.4738 -0.9638 -3.0390
C -6.1198 0.3724 -2.8656
C -5.0200 0.6649 -2.0772
N -4.2638 -0.2500 -1.4789
C -0.6856 -3.4913 2.3538
C -1.0519 -4.8286 2.4860
C -0.3621 -5.6532 3.3492
C 0.6823 -5.1398 4.1089
C 1.0645 -3.8180 3.9835
C 0.4015 -2.9881 3.0853
H 1.3632 -1.2507 3.5756
H 0.0767 0.1812 2.3897
H -4.1701 -3.5723 -0.9389
H -5.9740 -2.9738 -2.4811
H -7.3211 -1.2367 -3.6491
H -6.6911 1.1651 -3.3239
H -4.7318 1.6977 -1.9194
H -1.8980 -5.1854 1.9259
H -0.6459 -6.6879 3.4504
H 1.1964 -5.7722 4.8159
H 1.8761 -3.4174 4.5703
I -5.9399 -0.8537 4.7758
C -5.3466 0.3894 3.1864
C -6.0083 1.5800 2.9225
C -5.5518 2.3585 1.8725
C -4.4757 1.9116 1.1255
N -3.8514 0.7554 1.3598
C -4.2819 0.0153 2.3789
H -6.8442 1.8924 3.5276
H -6.0235 3.3019 1.6423
H -4.0943 2.5061 0.3045
H -3.7524 -0.9078 2.5768
N -4.1300 3.3107 -5.2467
C -3.0328 3.1155 -4.4975
O -2.3790 4.0091 -3.9961
C -2.6537 1.6797 -4.2521
C -2.7540 0.6567 -5.1883
C -2.2992 -0.6030 -4.8303
C -1.7834 -0.8041 -3.5591
N -1.7072 0.1629 -2.6418
C -2.1219 1.3765 -3.0035
H -4.4149 4.2564 -5.4548
H -4.6617 2.5540 -5.6440
H -3.1574 0.8357 -6.1736
H -2.3520 -1.4228 -5.5271
H -1.3985 -1.7758 -3.2737
H -2.0327 2.1632 -2.2607
C 4.4843 -2.8840 2.9567
Si 4.1054 -2.8714 1.0780
C 2.7056 -4.0913 0.6350
C 5.7114 -3.3358 0.1552
Si 3.4633 -0.6265 0.3912
Te 0.8737 -0.6664 -0.1081
Si 4.1310 -0.1405 -1.8713
C 3.6900 -1.6751 -2.9188
C 3.1126 1.3253 -2.5684
C 5.9954 0.2492 -1.9607
Si 3.9018 1.1732 1.9467
C 5.7697 1.3342 2.2784
C 3.2541 2.7745 1.0987
C 3.0049 1.0852 3.6437
H 4.4893 -3.8999 3.3431
H 3.7620 -2.3115 3.5294
H 5.4646 -2.4587 3.1483
H 2.9333 -5.0976 0.9735
H 2.5493 -4.1279 -0.4392
H 1.7651 -3.8030 1.0946
H 6.0604 -4.3191 0.4557
H 6.5090 -2.6324 0.3697
H 5.5706 -3.3579 -0.9197
H 2.6516 -1.9546 -2.7619
H 4.3010 -2.5305 -2.6565
H 3.8309 -1.4963 -3.9794
H 2.0492 1.1095 -2.4978
H 3.3450 1.5140 -3.6112
H 3.3007 2.2408 -2.0199
H 6.5837 -0.5522 -1.5275
H 6.2448 1.1617 -1.4296
H 6.3269 0.3728 -2.9874
H 6.3357 1.3966 1.3554
H 6.1473 0.4827 2.8336
H 5.9957 2.2241 2.8595
H 3.9444 3.1166 0.3350
H 3.1272 3.5883 1.8071
H 2.2982 2.5892 0.6136
H 3.3099 0.2117 4.2105
H 1.9236 1.0602 3.5390
H 3.2502 1.9518 4.2527
C -0.2121 3.8135 2.6962
N -0.0864 3.8165 1.2551
C 0.5372 4.8347 0.6193
C 0.6869 4.8368 -0.7274
C 0.1613 3.7251 -1.4476
N -0.4635 2.7367 -0.8026
C -0.6106 2.7725 0.5216
O -1.2244 1.8522 1.1110
N 0.3128 3.6385 -2.7641
H 0.7671 3.6822 3.1613
H -0.8636 2.9878 2.9759
H -0.6546 4.7497 3.0328
H 0.9017 5.6357 1.2438
H 1.1645 5.6518 -1.2419
H 0.6578 4.4335 -3.2777
H -0.2135 2.9537 -3.2828